Record 1
Molecular formula: C14H16O2
Method: DFT, the ωB97M-V functional and the def2-TZVPD basis

The geometry in XYZ format:
```
32
Properties=species:S:1:pos:R:3
O -2.8353 -2.6223 2.2173
H 0.4360 -1.7844 0.6475
H 0.0806 -1.8676 -1.8120
H -2.5637 -1.4419 -2.3638
C 1.7963 3.4406 -1.1818
H 2.1322 0.8401 0.0560
O 0.7267 1.0398 2.1730
C -0.0744 -0.7633 3.3778
C -1.8941 -1.8198 2.1807
H 2.1147 -0.6664 -0.9164
H 1.7451 0.5757 -3.0234
C -0.4357 -0.8694 -1.7003
C 0.1654 -0.0740 -0.5378
H 1.4682 4.4488 -1.1977
H 0.6623 2.5688 -2.8651
C -1.2159 -1.5036 3.4481
C 1.6282 0.3170 -0.7352
C -1.6227 -0.8511 1.0047
H -1.5292 -2.0606 4.3652
H 3.0996 1.2484 -2.1154
H 2.4782 3.2210 -0.3631
H 0.6053 -0.4768 4.1708
H -3.4029 -1.7391 -0.0126
C -1.8831 -1.2254 -1.4220
C 0.3287 -0.0833 2.1028
H -0.4265 0.8524 -0.5128
C 2.0329 1.0985 -2.0743
C 1.3566 2.4669 -2.0867
H -1.9484 0.1679 1.1782
C -0.1064 -0.8312 0.7933
C -2.3992 -1.2731 -0.1773
H -0.5196 -0.3327 -2.6178
```

For the frontier orbital gap, the calculation gives 8.73 eV. The total energy comes out at -18869.506 eV. As for the SMILES: C=CCC[C@H]1CC=C[C@H]2C(=O)C=CC(=O)[C@H]12.



Record 2
Molecular formula: C14H17BF4FeN2O5S3
Method: DFT, the ωB97M-V functional and the def2-TZVPD basis

The geometry in XYZ format:
```
47
Properties=species:S:1:pos:R:3
C -2.3312 -0.6549 1.4142
C 3.8566 2.3442 2.7587
H -3.0784 -0.3419 3.1153
F 0.5247 -3.6992 1.0419
S 2.7478 0.9242 -0.4348
C 1.6867 3.2158 2.0401
O -1.4822 1.7084 -0.8673
C 2.7853 -1.4707 -3.6687
S 0.6358 -0.2572 -2.5467
H 1.4872 5.2049 2.0316
C 3.2483 -0.1351 -1.7076
H 5.0634 3.8022 3.8089
N 2.4644 2.1842 2.3982
F -0.7535 -2.5474 2.4990
H -2.3819 -0.1633 -2.7102
H 6.0817 -1.5412 -2.9331
O -1.8668 -0.9989 -0.9440
C -2.4501 -1.5589 0.2042
H -3.5001 -1.8336 0.0401
C 5.0341 -1.2818 -2.8551
H 4.1667 1.4767 3.3456
N 2.0838 4.4670 2.3745
F 0.5607 -1.4218 0.9893
C 4.6009 -0.4596 -1.8382
B 0.4629 -2.5951 1.8445
H 5.2937 -0.0615 -1.1113
Fe 0.1751 0.4980 -0.2031
C -2.6450 1.3605 -1.1840
O -1.4784 0.1863 1.5543
C 3.4476 4.7846 2.7359
H 3.4451 5.7145 3.3111
H 3.4439 3.5536 4.4893
C -2.7343 -0.1353 -1.6741
H 2.0714 -1.8486 -4.3860
H 2.1711 1.2705 2.0707
O -3.2646 -0.8798 2.3276
H 4.4585 -2.4238 -4.5840
H 4.0695 4.9445 1.8432
C 4.0136 3.6320 3.5624
O -3.6721 2.0204 -1.1823
H 4.4725 2.3800 1.8505
H -1.8760 -2.4607 0.4454
S 0.1986 2.9891 1.3156
C 2.3196 -0.6536 -2.6334
C 4.1208 -1.7867 -3.7772
F 1.4831 -2.5365 2.7481
H -3.7710 -0.4858 -1.6188
```

For the frontier orbital gap (spin up / spin down), the calculation gives 7.55 / 5.54 eV. The spin multiplicity is 6. The total energy comes out at -106461.762 eV. As for the charge: -1. The expectation value of S² is 8.779.



Record 3
Molecular formula: C14H17BF6N6OV
Method: DFT, the ωB97M-V functional and the def2-TZVPD basis

The geometry in XYZ format:
```
46
Properties=species:S:1:pos:R:3
H 0.8433 4.9443 -1.0635
O -0.1054 0.2266 1.4974
H 1.2977 3.5315 -3.3996
N -0.6826 0.0714 -3.1429
H -1.7362 -2.6458 -0.3621
C -2.5404 -0.7579 -2.2421
C -1.2649 -2.0289 0.4052
H -0.9477 -1.6471 3.3325
H -3.1874 -1.1199 -1.4583
F 1.4990 -1.7230 2.8068
C 0.9684 3.2010 -2.4243
C 0.0525 0.1930 2.8582
H -0.1822 -2.2367 0.4462
N -1.2846 -0.3040 -1.9257
C 0.7331 3.8905 -1.2329
H -0.7885 -0.5079 4.7018
H -1.2439 0.0829 -5.1569
F 0.9808 2.4596 2.8533
H -3.6025 -0.9601 -4.1676
C -1.5403 -0.1491 -4.1435
N 0.2771 1.7216 -0.9062
N 1.6489 -0.4024 -2.4682
H 2.3434 -2.1896 0.1416
V -0.3531 -0.2752 -0.3054
H 1.1244 0.9477 -4.2410
N 0.7004 1.9011 -2.2105
B 0.7465 0.6604 -3.1428
C 0.0166 1.6774 3.4017
F 2.4694 0.2133 2.5035
H -1.6350 -0.8726 0.3076
F 1.7863 -0.3682 4.5138
C -2.7233 -0.6730 -3.6204
H 0.0506 3.0402 0.7357
C 0.3160 2.9247 -0.3049
N 1.3332 -0.8829 -1.1935
C -0.9868 -0.5947 3.6296
H 3.1654 -0.7496 -3.8741
H -1.9799 -0.1882 3.4078
C 3.2497 -1.8281 -1.8858
F 0.1397 1.7534 4.7586
C 2.7798 -0.9807 -2.8914
C 1.4793 -0.4047 3.1873
H -1.6655 -2.3309 1.3782
C 2.3353 -1.7280 -0.8349
H 4.1343 -2.4355 -1.9169
F -1.1872 2.2345 3.0721
```

For the frontier orbital gap (spin up / spin down), the calculation gives 7.34 / 9.40 eV. The spin multiplicity is 4. The total energy comes out at -68453.057 eV. The expectation value of S² is 3.765.



Record 4
Molecular formula: C14H17BrClF5INO6P
Method: DFT, the ωB97M-V functional and the def2-TZVPD basis

The geometry in XYZ format:
```
47
Properties=species:S:1:pos:R:3
F 6.2590 -0.1866 -0.3814
H -6.5074 -0.3960 -2.8578
H 2.3110 -1.7583 3.2019
H -3.9307 -0.3218 -3.6957
H -1.4278 0.8245 -0.8107
O -2.5158 -2.0974 0.3338
C 4.2711 1.0128 0.1708
C 3.3313 0.7470 1.3418
H -5.3355 0.8868 -2.4333
H -3.0740 0.2163 -0.7987
C 1.6375 0.1268 3.4325
H 5.9549 0.3326 1.4816
H -1.5816 -0.4743 1.1492
C -1.9244 -3.2657 0.8518
Br 4.1191 -2.0491 1.1901
C -3.9617 -1.2356 -3.0915
F 6.4911 1.8588 0.2973
O 1.4178 3.6191 1.0397
H -6.2649 0.0735 -1.1620
C 2.5573 1.7329 1.9795
C -1.6051 -1.0266 0.1959
H -4.4046 -2.0394 -3.6939
C -5.7677 -0.0703 -2.1192
F 3.8813 0.1901 -0.8342
C 5.8016 0.7402 0.4834
C -2.5524 -1.6288 -2.7149
N 2.3907 -0.8068 2.8529
F 0.8661 -0.3027 4.3865
C -2.0299 -0.0811 -0.9069
H -1.0618 -3.5724 0.2474
H -0.5977 -1.4058 -0.0258
H -1.6101 -3.1219 1.8936
O -1.7599 -0.5568 -2.2151
F 4.1620 2.2487 -0.3078
H -2.5504 -2.4774 -2.0296
Cl -0.6468 4.1203 -1.0550
C 2.6150 3.1804 1.5248
P 1.1951 3.3159 -0.6009
H -2.6691 -4.0572 0.8146
O 1.0138 1.6823 -0.5936
C 3.2276 -0.5460 1.8315
O 3.5591 3.8619 1.6137
H 1.3157 1.4057 -1.4718
C 1.6920 1.4437 3.0345
I 0.5189 2.8521 4.0175
H -2.0476 -1.9494 -3.6285
O -4.7623 -1.0448 -1.9379
```

For the frontier orbital gap, the calculation gives 5.82 eV. The total energy comes out at -142102.560 eV. As for the charge: +1.



Record 5
Molecular formula: C14H17ClNO4PPdS3
Method: DFT, the ωB97M-V functional and the def2-TZVPD basis

The geometry in XYZ format:
```
42
Properties=species:S:1:pos:R:3
C 3.8681 -0.8598 1.2376
C -1.1071 5.0562 -2.1362
H -2.7923 2.1456 -2.4927
P 0.7412 -1.8214 1.4032
H -3.1783 4.6030 -2.4675
N -2.4290 -2.5004 -1.2101
H 3.8777 -0.1969 2.1032
S -4.1849 -3.7210 -2.5447
C -0.6855 2.3302 -2.1799
H 2.1835 -0.9330 5.8410
C 0.3930 3.1967 -2.0151
C -2.1836 4.2003 -2.3375
Pd -0.5046 -1.4078 -0.9079
C 0.1862 4.5622 -2.0030
H -3.5979 -0.9449 -0.3574
H 0.1942 -1.3137 4.4130
H 4.8316 -0.7921 0.7345
H 1.3057 -0.1806 3.6151
C -4.6571 -2.3401 -1.6474
C 2.7702 -0.4582 0.2753
H 2.8955 0.5582 -0.0891
C 1.1866 -1.2040 3.9746
S -1.2079 -1.1918 1.4656
C -3.5929 -1.8103 -1.0000
H -1.7827 -4.1848 -2.2954
H 1.3842 2.7839 -1.8883
Cl -1.3793 6.7503 -2.0286
C -0.4878 0.8727 -2.0365
H 1.0158 5.2443 -1.8817
C -1.9710 2.8354 -2.3580
S 1.0769 -3.0630 -1.1305
H -5.6750 -1.9889 -1.6456
O 1.2712 -2.1277 2.8505
C -2.5829 -3.5203 -2.0093
C 2.2747 -1.5635 4.9572
H 3.2569 -1.4130 4.5112
O -1.4731 0.0805 -2.1775
H 2.7471 -1.1226 -0.5917
O 1.4627 -0.4632 0.9040
H 3.7264 -1.8878 1.5768
H 2.1863 -2.6060 5.2588
O 0.6375 0.3971 -1.6900
```

For the frontier orbital gap (spin up / spin down), the calculation gives 5.45 / 5.39 eV. The spin multiplicity is 2. The total energy comes out at -82262.808 eV. As for the charge: +1. The expectation value of S² is 1.121.



Record 6
Molecular formula: C14H17F4NO2
Method: DFT, the ωB97M-V functional and the def2-TZVPD basis

The geometry in XYZ format:
```
38
Properties=species:S:1:pos:R:3
O -2.5118 -1.9194 2.1269
H 0.0241 -0.1100 2.0247
H 3.7813 1.4963 -3.0445
C 3.8325 -0.0987 -1.4815
H -0.2251 -1.8641 0.7859
H 1.8912 -0.2523 -2.6020
O 1.7856 -0.5298 0.5654
C -2.1483 -1.3065 -0.0766
C -2.1086 0.0367 -2.1565
C -2.7807 -0.6895 2.5492
C 1.3865 -0.4295 -0.7238
H -2.4794 0.4089 -2.8850
H -4.0514 -0.8698 -1.3274
F -1.1157 -0.5041 4.4003
C -0.1048 -0.7662 -1.1291
H -3.7519 -0.6241 3.2798
H -3.1847 0.2179 1.6760
C -2.8797 -2.3403 0.8888
H 2.0842 2.3219 -1.1327
H -0.0606 0.6828 -2.5191
C -0.7110 0.6430 2.3100
H 3.3965 2.3094 -0.1129
C -1.9268 0.3186 3.1202
H 5.0583 1.7281 -1.8849
H 3.6401 3.2022 -1.4772
H -3.9078 -2.2400 0.7109
C -2.8608 -0.8963 -1.2498
C 3.9318 1.4123 -1.9833
C -0.5733 -0.0647 -1.9786
F 0.2311 1.6012 3.0422
C 3.2732 2.3647 -1.1318
C -0.8190 -1.3721 -0.2452
N 2.1716 -0.2238 -1.7624
H -2.7114 -3.2054 0.8158
H 4.0836 -0.9098 -2.2252
F -2.3461 1.2465 4.0067
F -1.0762 1.2257 1.3601
H 3.7633 0.0002 -0.5333
```

For the frontier orbital gap, the calculation gives 9.77 eV. The total energy comes out at -31235.221 eV.